No. 1
A 2-piece molecular cluster, C3H5N2O3 overall at a distorted geometry, computed with ωB97M-V/def2-TZVPD.

Results
Largest force on an atom (eV Å⁻¹): 5.37
Gap between HOMO and LUMO (alpha / beta) (eV): 5.627 / 5.626
HOMO energy (alpha / beta) (eV): -13.8 / -13.8
E_tot (a.u.): -452.1563
ΔE to the lowest compared entry with this formula, charge and spin (eV): 2.6202
Molecular weight (g mol⁻¹): 117.1

```
! wB97M-V def2-TZVPD RIJCOSX def2/J DEFGRID3
* xyz 1 1
C -1.968 -0.148 -0.041
C 0.287 -0.345 -0.085
C -0.119 1.153 -0.030
N -1.012 -1.058 0.029
N -6.158 -0.072 -0.032
O -3.164 -0.402 -0.033
O -5.239 0.523 0.010
O -1.578 1.092 -0.018
H 0.869 -0.423 -0.972
H 1.041 -0.760 0.738
H 0.296 1.472 0.978
H 0.345 1.668 -0.787
H -1.004 -1.965 -0.429
*
```

***

No. 2
An isolated ion of composition C3H5N2OS and charge +1 at a distorted geometry, computed with ωB97M-V/def2-TZVPD.

Results
Largest force on an atom (eV Å⁻¹): 3.29
Gap between HOMO and LUMO (alpha / beta) (eV): 5.693 / 5.686
HOMO energy (alpha / beta) (eV): -11.8 / -11.8
E_tot (a.u.): -699.8000
ΔE to the lowest compared entry with this formula, charge and spin (eV): 4.7674
Molecular weight (g mol⁻¹): 117.2

```
! wB97M-V def2-TZVPD RIJCOSX def2/J DEFGRID3
* xyz 1 1
C 0.984 0.376 -2.176
C -0.295 0.084 -0.087
C 1.675 -1.015 0.372
N 0.024 0.595 -1.336
N -1.455 0.764 0.474
O 0.479 -0.700 0.621
S 1.877 0.630 -3.412
H 2.149 -1.681 1.059
H 2.323 -0.980 -0.447
H -0.638 1.353 -1.532
H -1.322 1.546 1.150
H -2.125 0.013 0.748
*
```

***

No. 3
An isolated ion of composition C3H5N2OS and charge +1 at a distorted geometry, computed with ωB97M-V/def2-TZVPD.

Results
Largest force on an atom (eV Å⁻¹): 5.45
Gap between HOMO and LUMO (alpha / beta) (eV): 5.151 / 5.146
HOMO energy (alpha / beta) (eV): -13.3 / -13.3
E_tot (a.u.): -699.8146
SMILES: O=[NH+]CCN=C=S
ΔE to the lowest compared entry with this formula, charge and spin (eV): 4.3696
Molecular weight (g mol⁻¹): 117.2

```
! wB97M-V def2-TZVPD RIJCOSX def2/J DEFGRID3
* xyz 1 1
O 0.279 -1.708 -1.328
N 0.482 -1.572 -0.117
C 0.890 -0.340 0.536
C 0.387 0.997 -0.127
N -0.911 1.235 0.042
C -2.037 0.826 -0.232
S -3.584 0.664 -0.319
H 0.368 -2.408 0.557
H 1.950 -0.144 0.209
H 0.677 -0.348 1.723
H 0.927 1.880 0.236
H 0.571 0.918 -1.180
*
```

***

No. 4
An isolated ion of composition C3H5N2S and charge +1 at a distorted geometry, computed with ωB97M-V/def2-TZVPD.

Results
Largest force on an atom (eV Å⁻¹): 3.36
Gap between HOMO and LUMO (eV): 8.655
HOMO energy (eV): -14.3
E_tot (a.u.): -624.6025
ΔE to the lowest compared entry with this formula, charge and spin (eV): 3.9645
Molecular weight (g mol⁻¹): 101.2

```
! wB97M-V def2-TZVPD RIJCOSX def2/J DEFGRID3
* xyz 1 1
C 0.693 -0.123 -0.294
C 1.238 0.874 -1.028
C -0.803 -1.449 1.236
N -1.400 1.803 -1.052
N -0.166 -0.636 0.279
S -0.184 2.293 -1.608
H 1.838 1.511 -0.336
H 1.769 0.610 -1.916
H -0.816 -2.542 1.136
H -1.705 -1.001 1.376
H -0.464 -1.339 2.207
*
```

***

No. 5
An isolated ion of composition C3H5N2S2 and charge +1 at a distorted geometry, computed with ωB97M-V/def2-TZVPD.

Results
Largest force on an atom (eV Å⁻¹): 3.91
Gap between HOMO and LUMO (eV): 8.002
HOMO energy (eV): -13.3
E_tot (a.u.): -1022.8690
ΔE to the lowest compared entry with this formula, charge and spin (eV): 1.9314
Molecular weight (g mol⁻¹): 133.2

```
! wB97M-V def2-TZVPD RIJCOSX def2/J DEFGRID3
* xyz 1 1
C -0.180 -1.402 0.153
C -2.003 0.321 0.005
C 1.681 0.215 -0.034
N -0.728 0.780 -0.062
N 0.294 -0.146 -0.039
S -3.361 1.215 -0.067
S -1.868 -1.551 0.053
H 0.638 -2.057 -0.035
H 2.091 0.106 0.904
H 1.806 1.283 -0.281
H 2.232 -0.496 -0.526
H -0.600 1.733 -0.070
*
```

***

No. 6
C3H5N3 as an isolated structure at a distorted geometry, computed with ωB97M-V/def2-TZVPD.

Results
Largest force on an atom (eV Å⁻¹): 2.61
Gap between HOMO and LUMO (eV): 9.256
HOMO energy (eV): -8.9
E_tot (a.u.): -281.4363
ΔE to the lowest compared entry with this formula, charge and spin (eV): 4.1830
Molecular weight (g mol⁻¹): 83.1

```
! wB97M-V def2-TZVPD RIJCOSX def2/J DEFGRID3
* xyz 0 1
C 1.550 0.519 0.088
N 0.334 -1.729 -0.244
C -0.622 -1.018 -0.170
N -0.297 0.719 0.182
C -2.010 -1.146 -0.299
N -3.142 -1.312 -0.421
H 1.943 -0.218 0.802
H 1.886 0.275 -0.931
H 1.775 1.532 0.354
H -0.738 1.396 -0.473
H -0.680 0.981 1.111
*
```

***

No. 7
One molecule with the formula C3H5N3 at a distorted geometry, computed with ωB97M-V/def2-TZVPD.

Results
Largest force on an atom (eV Å⁻¹): 1.57
Gap between HOMO and LUMO (eV): 9.927
HOMO energy (eV): -8.9
E_tot (a.u.): -281.4659
SMILES: [H]/N=C/[C@]1(N)C=N1
ΔE to the lowest compared entry with this formula, charge and spin (eV): 3.3790
Molecular weight (g mol⁻¹): 83.1

```
! wB97M-V def2-TZVPD RIJCOSX def2/J DEFGRID3
* xyz 0 1
H -2.320 1.460 -0.167
N -1.639 0.728 -0.282
C -0.416 1.065 -0.147
C 0.409 -0.141 0.125
N 1.823 -0.106 -0.080
C -0.643 -1.246 0.149
N -0.095 -1.011 1.246
H -0.005 2.078 -0.224
H 2.326 -0.644 0.620
H 2.129 -0.392 -0.999
H -1.440 -1.886 -0.245
*
```

***

No. 8
One molecule with the formula C3H5N3 at a distorted geometry, computed with ωB97M-V/def2-TZVPD.

Results
Largest force on an atom (eV Å⁻¹): 1.18
Gap between HOMO and LUMO (eV): 10.297
HOMO energy (eV): -9.7
E_tot (a.u.): -281.5430
SMILES: C/N=C(\N)C#N
ΔE to the lowest compared entry with this formula, charge and spin (eV): 1.2797
Molecular weight (g mol⁻¹): 83.1

```
! wB97M-V def2-TZVPD RIJCOSX def2/J DEFGRID3
* xyz 0 1
C -0.717 1.595 0.525
N 0.036 0.731 -0.332
C 0.313 -0.497 -0.353
N 0.053 -1.594 0.446
C 1.041 -0.865 -1.575
N 1.595 -1.099 -2.562
H -0.724 2.560 0.013
H -1.759 1.282 0.651
H -0.262 1.757 1.510
H -0.207 -1.466 1.411
H 0.631 -2.404 0.267
*
```

***

No. 9
One molecule with the formula C3H5N3 at a distorted geometry, computed with ωB97M-V/def2-TZVPD.

Results
Largest force on an atom (eV Å⁻¹): 1.89
Gap between HOMO and LUMO (eV): 7.461
HOMO energy (eV): -6.8
E_tot (a.u.): -281.4983
ΔE to the lowest compared entry with this formula, charge and spin (eV): 2.4980
Molecular weight (g mol⁻¹): 83.1

```
! wB97M-V def2-TZVPD RIJCOSX def2/J DEFGRID3
* xyz 0 1
N -1.239 1.796 0.112
C -0.572 0.700 -0.018
C -0.814 -0.668 -0.220
N 0.404 -1.386 -0.206
C 1.397 -0.495 -0.017
N 0.861 0.721 0.056
H -2.228 1.572 0.037
H 0.071 -1.920 0.604
H -1.696 -1.202 -0.529
H 2.455 -0.714 0.048
H 1.361 1.596 0.134
*
```

***

No. 10
One molecule with the formula C3H5N3 at a distorted geometry, computed with ωB97M-V/def2-TZVPD.

Results
Largest force on an atom (eV Å⁻¹): 1.14
Gap between HOMO and LUMO (eV): 10.653
HOMO energy (eV): -10.0
E_tot (a.u.): -281.5574
SMILES: C/N=C(\N)C#N
ΔE to the lowest compared entry with this formula, charge and spin (eV): 0.8895
Molecular weight (g mol⁻¹): 83.1

```
! wB97M-V def2-TZVPD RIJCOSX def2/J DEFGRID3
* xyz 0 1
C -1.489 -0.756 0.197
N -0.689 -0.066 -0.795
C 0.436 0.385 -0.415
N 1.014 0.320 0.837
C 1.237 1.118 -1.392
N 1.902 1.695 -2.142
H -2.521 -0.806 -0.156
H -1.139 -1.788 0.338
H -1.483 -0.254 1.176
H 0.754 -0.455 1.428
H 1.977 0.606 0.923
*
```

***

No. 11
One molecule with the formula C3H5N3 at a distorted geometry, computed with ωB97M-V/def2-TZVPD.

Results
Largest force on an atom (eV Å⁻¹): 4.02
Gap between HOMO and LUMO (eV): 7.972
HOMO energy (eV): -7.5
E_tot (a.u.): -281.4701
SMILES: N=C=N/C=C\N
ΔE to the lowest compared entry with this formula, charge and spin (eV): 3.2627
Molecular weight (g mol⁻¹): 83.1

```
! wB97M-V def2-TZVPD RIJCOSX def2/J DEFGRID3
* xyz 0 1
N 2.242 -0.434 -0.157
C 1.160 -0.505 0.412
N 0.394 -0.490 1.423
C -0.887 -0.443 0.962
C -1.057 0.017 -0.332
N -0.702 1.307 -0.768
H 2.937 -1.163 -0.059
H -1.634 -1.003 1.512
H -1.948 -0.327 -0.851
H -0.670 1.398 -1.774
H 0.164 1.643 -0.368
*
```

***

No. 12
One molecule with the formula C3H5N3, computed with ωB97M-V/def2-TZVPD.

Results
Largest force on an atom (eV Å⁻¹): 0.20
Gap between HOMO and LUMO (eV): 9.265
HOMO energy (eV): -8.3
E_tot (a.u.): -281.5882
SMILES: Nc1c[nH]cn1
ΔE to the lowest compared entry with this formula, charge and spin (eV): 0.0499
Molecular weight (g mol⁻¹): 83.1

```
! wB97M-V def2-TZVPD RIJCOSX def2/J DEFGRID3
* xyz 0 1
N 2.061 -0.120 0.043
C 0.653 -0.120 -0.043
C -0.137 0.888 -0.526
N -1.430 0.462 -0.302
C -1.354 -0.768 0.266
N -0.114 -1.153 0.434
H 2.378 -1.074 0.179
H 2.343 0.400 0.869
H 0.099 1.826 -1.003
H -2.268 0.992 -0.469
H -2.231 -1.333 0.552
*
```

***

No. 13
One molecule with the formula C3H5N3 at a distorted geometry, computed with ωB97M-V/def2-TZVPD.

Results
Largest force on an atom (eV Å⁻¹): 2.00
Gap between HOMO and LUMO (eV): 11.242
HOMO energy (eV): -10.2
E_tot (a.u.): -281.5301
SMILES: Cc1cn[nH]n1
ΔE to the lowest compared entry with this formula, charge and spin (eV): 1.6318
Molecular weight (g mol⁻¹): 83.1

```
! wB97M-V def2-TZVPD RIJCOSX def2/J DEFGRID3
* xyz 0 1
C -1.639 -0.333 0.057
C -0.156 -0.182 -0.030
C 0.572 1.033 -0.217
N 1.833 0.765 -0.330
N 1.926 -0.589 -0.178
N 0.707 -1.167 0.062
H -2.089 0.567 0.491
H -2.076 -0.472 -0.938
H -1.901 -1.194 0.674
H 0.244 2.059 -0.192
H 2.577 -0.490 0.600
*
```

***

No. 14
One molecule with the formula C3H5N3, computed with ωB97M-V/def2-TZVPD.

Results
Largest force on an atom (eV Å⁻¹): 0.51
Gap between HOMO and LUMO (eV): 10.069
HOMO energy (eV): -10.1
E_tot (a.u.): -281.5323
SMILES: C[C@@H]1N=CN=N1
ΔE to the lowest compared entry with this formula, charge and spin (eV): 1.5720
Molecular weight (g mol⁻¹): 83.1

```
! wB97M-V def2-TZVPD RIJCOSX def2/J DEFGRID3
* xyz 0 1
C -1.216 -0.783 -0.291
C 0.134 -0.471 0.362
N 0.147 0.843 0.956
C 1.018 1.471 0.275
N 1.668 0.675 -0.746
N 1.172 -0.465 -0.684
H -1.058 -1.470 -1.124
H -1.661 0.139 -0.675
H -1.915 -1.226 0.419
H 0.421 -1.225 1.108
H 1.289 2.511 0.401
*
```

***

No. 15
One molecule with the formula C3H5N3, computed with ωB97M-V/def2-TZVPD.

Results
Largest force on an atom (eV Å⁻¹): 0.41
Gap between HOMO and LUMO (eV): 9.349
HOMO energy (eV): -8.2
E_tot (a.u.): -281.5703
SMILES: Nc1cc[nH]n1
ΔE to the lowest compared entry with this formula, charge and spin (eV): 0.5385
Molecular weight (g mol⁻¹): 83.1

```
! wB97M-V def2-TZVPD RIJCOSX def2/J DEFGRID3
* xyz 0 1
N -2.005 -0.364 -0.144
C -0.623 -0.183 -0.125
C 0.119 1.026 -0.021
C 1.425 0.605 0.067
N 1.417 -0.737 -0.049
N 0.171 -1.243 -0.189
H -2.560 0.344 0.315
H -2.264 -1.301 0.137
H -0.216 2.052 -0.076
H 2.328 1.139 0.322
H 2.212 -1.327 -0.230
*
```

***

No. 16
One molecule with the formula C3H5N3 at a distorted geometry, computed with ωB97M-V/def2-TZVPD.

Results
Largest force on an atom (eV Å⁻¹): 1.11
Gap between HOMO and LUMO (alpha / beta) (eV): 7.684 / 8.721
HOMO energy (alpha / beta) (eV): -8.8 / -8.7
E_tot (a.u.): -281.4409
ΔE to the lowest compared entry with this formula, charge and spin (eV): 4.0573
Molecular weight (g mol⁻¹): 83.1

```
! wB97M-V def2-TZVPD RIJCOSX def2/J DEFGRID3
* xyz 0 1
N -2.133 -0.212 0.429
C -0.809 -0.454 0.109
N -0.254 -1.563 -0.119
N 2.031 -0.729 -0.240
C 1.499 0.435 -0.061
C 0.105 0.640 -0.158
H -2.450 0.728 0.239
H -2.783 -0.934 0.147
H 2.989 -0.754 0.124
H 2.092 1.321 0.199
H -0.286 1.521 -0.669
*
```

***

No. 17
One molecule with the formula C3H5N3 at a distorted geometry, computed with ωB97M-V/def2-TZVPD.

Results
Largest force on an atom (eV Å⁻¹): 1.12
Gap between HOMO and LUMO (eV): 8.080
HOMO energy (eV): -8.0
E_tot (a.u.): -281.3949
ΔE to the lowest compared entry with this formula, charge and spin (eV): 5.3098
Molecular weight (g mol⁻¹): 83.1

```
! wB97M-V def2-TZVPD RIJCOSX def2/J DEFGRID3
* xyz 0 1
C 0.278 2.067 0.300
C 0.209 -0.155 0.381
C -0.159 -1.027 -0.546
N -0.505 -2.327 -0.068
N -0.421 -2.652 1.104
N 0.639 0.813 0.961
H -0.740 2.075 -0.107
H 0.981 2.089 -0.542
H 0.470 2.905 0.954
H -0.021 -0.801 -1.600
H -0.731 -2.987 -0.837
*
```

***

No. 18
One molecule with the formula C3H5N3 at a distorted geometry, computed with ωB97M-V/def2-TZVPD.

Results
<S²>: 2.0271
Largest force on an atom (eV Å⁻¹): 3.87
Gap between HOMO and LUMO (alpha / beta) (eV): 5.978 / 7.881
HOMO energy (alpha / beta) (eV): -5.0 / -8.3
E_tot (a.u.): -281.3450
ΔE to the lowest compared entry with this formula, charge and spin (eV): 1.5238
Molecular weight (g mol⁻¹): 83.1

```
! wB97M-V def2-TZVPD RIJCOSX def2/J DEFGRID3
* xyz 0 3
C -2.017 1.318 0.190
C -1.607 -0.955 0.039
C 0.238 0.474 0.138
N -2.340 0.136 -0.074
N -0.251 -0.738 0.160
N 1.595 0.604 0.047
H -2.072 2.200 -0.559
H -2.172 -1.783 0.237
H 0.302 -1.542 -0.024
H 2.070 1.417 -0.116
H 2.177 -0.140 0.351
*
```

***

No. 19
An isolated ion of composition C3H5N3 and charge +2 at a distorted geometry, computed with ωB97M-V/def2-TZVPD.

Results
<S²>: 2.0230
Largest force on an atom (eV Å⁻¹): 4.98
Gap between HOMO and LUMO (alpha / beta) (eV): 8.771 / 8.924
HOMO energy (alpha / beta) (eV): -20.1 / -22.7
E_tot (a.u.): -280.5548
ΔE to the lowest compared entry with this formula, charge and spin (eV): 2.4617
Molecular weight (g mol⁻¹): 83.1

```
! wB97M-V def2-TZVPD RIJCOSX def2/J DEFGRID3
* xyz 2 3
C -0.753 -1.007 -1.214
C 0.217 -0.264 0.810
C 0.619 0.874 1.289
N 0.098 1.064 -1.053
N -0.352 0.110 -1.586
N -0.345 -1.215 0.151
H -1.253 -1.752 -1.946
H 0.074 1.645 1.857
H 0.385 1.698 -0.371
H 1.681 0.952 1.341
H -0.371 -2.105 0.721
*
```

***

No. 20
One molecule with the formula C3H5N3O at a distorted geometry, computed with ωB97M-V/def2-TZVPD.

Results
Largest force on an atom (eV Å⁻¹): 4.16
Gap between HOMO and LUMO (eV): 10.152
HOMO energy (eV): -9.3
E_tot (a.u.): -356.7787
SMILES: Cc1noc(N)n1
ΔE to the lowest compared entry with this formula, charge and spin (eV): 2.1401
Molecular weight (g mol⁻¹): 99.1

```
! wB97M-V def2-TZVPD RIJCOSX def2/J DEFGRID3
* xyz 0 1
C -1.182 -0.430 -1.900
C -0.686 0.012 -0.586
N -1.271 0.677 0.321
O -0.476 0.929 1.369
C 0.864 0.241 0.982
N 1.786 0.261 1.949
N 0.766 -0.293 -0.159
H -0.514 -0.070 -2.684
H -2.185 -0.043 -2.063
H -1.193 -1.520 -1.942
H 1.511 0.582 2.861
H 2.580 -0.346 1.852
*
```